Computed, not measured: a molecular structure, C34H58AsCoN8O8PSSi, with wB97M-V/def2-TZVPD.

Computed properties:
Charge: +2
E_LUMO (spin up / spin down), eV: -6.21 / -6.22
Expectation value of S²: 0.99
Frontier orbital gap (spin up / spin down), eV: 6.63 / 5.99
Spin multiplicity: 2

```
113
Properties=species:S:1:pos:R:3:forces:R:3:mulliken_charge:R:1
Co 0.731943 -0.146965 1.066402 -0.878 0.956 0.104 0.294
C 0.555165 2.931928 -2.111776 0.098 -0.147 0.241 -1.132
C 1.411249 2.563987 -0.902209 0.424 0.099 -0.539 1.599
C 2.415707 1.479845 -1.272271 -0.474 0.078 0.009 -1.892
C 2.175919 3.794828 -0.404029 -0.292 -0.172 -0.002 -1.659
O 0.550895 2.017248 0.141070 0.151 -0.344 -0.147 1.310
Si -0.813750 2.743105 0.690865 -0.179 -0.930 0.838 -1.016
S -1.375643 1.471016 2.400231 -0.918 0.785 0.045 -0.862
O -0.363510 4.168761 1.236439 0.191 0.382 0.088 0.416
C -0.924974 5.481191 1.446755 -0.036 0.318 0.017 1.645
C -2.227617 5.352309 2.221291 0.283 -0.119 -0.083 -1.501
C 0.121320 6.247297 2.251902 -0.245 -0.211 -0.185 -1.658
C -1.165306 6.132006 0.088981 0.069 -0.176 0.224 -1.385
O -2.067292 2.846742 -0.295219 0.078 0.260 -0.086 0.234
C -3.175883 2.068457 -0.769302 -0.418 -0.182 -0.139 1.879
C -4.246561 2.054103 0.322030 0.299 0.130 -0.214 -1.765
C -2.722284 0.646186 -1.092368 0.131 0.406 0.053 -0.624
C -3.681997 2.785301 -2.020696 0.152 -0.141 0.338 -1.884
H 1.189766 3.303617 -2.912048 0.048 0.062 -0.080 0.641
H -0.161787 3.704415 -1.845211 -0.095 0.155 -0.093 0.176
H 0.011889 2.059185 -2.472291 -0.065 -0.061 0.010 -0.159
H 3.103388 1.854130 -2.025617 0.111 0.061 -0.066 0.818
H 1.898122 0.608048 -1.665137 0.021 0.006 0.023 0.024
H 2.983547 1.188933 -0.392955 0.158 -0.100 0.153 0.077
H 2.606366 4.325979 -1.246816 0.114 0.006 -0.139 0.389
H 2.995584 3.513653 0.251669 0.204 -0.032 0.087 0.619
H 1.515121 4.470192 0.121522 -0.030 0.155 0.052 -0.065
H -2.067204 4.785543 3.133430 0.031 -0.037 0.196 0.327
H -2.962417 4.828087 1.618663 -0.223 -0.040 -0.106 0.134
H -2.608310 6.335265 2.478709 -0.116 0.105 0.020 0.522
H 0.315555 5.733533 3.188211 0.016 -0.052 0.178 0.345
H -0.233871 7.248438 2.468983 -0.045 0.173 0.049 0.444
H 1.051792 6.325420 1.697193 0.129 0.017 -0.103 0.327
H -1.867961 5.536514 -0.486832 -0.150 -0.032 -0.094 0.088
H -0.240319 6.215087 -0.475321 0.166 0.030 -0.041 0.259
H -1.572329 7.128433 0.228853 -0.080 0.140 -0.033 0.602
H -3.849640 1.606510 1.230685 -0.047 -0.109 0.072 0.217
H -5.113497 1.494973 -0.017824 -0.146 -0.078 -0.007 0.515
H -4.558652 3.069374 0.551286 -0.083 0.112 0.023 0.367
H -2.268748 0.194346 -0.212595 0.059 -0.148 0.092 -0.519
H -1.980170 0.653424 -1.887771 0.098 -0.056 -0.082 -0.209
H -3.569626 0.048574 -1.419658 -0.151 -0.066 -0.060 0.942
H -3.975849 3.801931 -1.774133 -0.061 0.104 0.029 0.402
H -4.542218 2.261959 -2.426716 -0.122 -0.060 -0.094 0.418
H -2.902207 2.828548 -2.776827 0.091 -0.046 -0.089 0.354
N 2.221803 1.891623 2.468304 0.375 0.534 0.007 -0.199
N 3.422370 1.258499 2.808015 -0.311 -0.678 0.368 -0.494
C 3.459309 -0.097912 2.759983 1.568 0.756 1.062 0.278
N 4.458080 -0.759646 3.357170 -0.579 0.169 -0.294 -0.366
N 2.552975 -0.687670 1.995072 -1.035 -0.988 -1.368 0.305
N 2.332665 -1.995303 2.039884 -2.207 -0.384 0.614 0.289
O 1.445431 -2.400389 1.220625 2.589 0.245 2.059 0.063
O 2.721553 -2.721218 3.024580 0.633 0.788 -2.014 -1.005
H 2.382463 2.686099 1.858423 0.145 -0.158 0.069 0.102
H 1.698098 2.194135 3.288116 0.202 -0.246 -0.047 0.375
H 4.071145 1.720225 3.440274 -0.069 -0.118 -0.162 0.242
H 5.117269 -0.301204 3.961605 0.032 0.114 0.016 0.232
H 4.398342 -1.771831 3.369955 0.123 0.267 0.084 0.157
O 0.145273 -0.817845 -0.671118 0.269 0.241 0.048 0.820
As 0.603120 -2.064827 -1.652074 -0.286 -0.105 -1.407 1.734
C 2.480534 -2.115173 -2.140174 -0.392 -0.195 0.104 -0.189
C 3.477760 -1.740942 -1.252960 -0.188 0.018 0.247 0.106
C 4.807389 -1.854026 -1.620264 0.052 -0.019 0.033 -0.872
C 5.137718 -2.331068 -2.879304 -0.034 -0.020 -0.097 -0.664
C 4.140312 -2.698890 -3.771661 0.042 -0.015 -0.037 -0.844
C 2.809492 -2.596463 -3.403663 -0.264 -0.080 0.021 -0.635
C -0.326897 -1.542611 -3.280688 0.269 -0.306 0.231 0.246
C 0.257568 -0.527351 -4.029757 0.233 -0.021 0.202 -0.302
C -0.419087 0.019875 -5.104986 -0.018 0.032 0.011 -0.809
C -1.688817 -0.437038 -5.427404 -0.019 -0.019 0.045 -0.665
C -2.274070 -1.446967 -4.678930 -0.113 0.071 -0.012 -0.842
C -1.596671 -1.996780 -3.602957 0.069 -0.257 0.186 -0.283
C 0.057488 -3.846886 -1.104729 0.285 0.362 -0.159 0.829
C -1.272113 -4.123678 -0.822350 -0.156 0.282 0.041 0.259
C -1.662803 -5.420779 -0.532014 -0.071 0.040 0.025 -1.267
C -0.719240 -6.437388 -0.504108 0.011 0.006 0.008 -0.866
C 0.609784 -6.160222 -0.781005 0.046 -0.108 0.014 -0.945
C 0.998930 -4.865760 -1.088400 0.179 0.111 -0.033 -0.480
H 3.195089 -1.355331 -0.281498 0.133 0.038 -0.065 0.037
H 5.589860 -1.587679 -0.924111 0.028 0.084 0.025 0.488
H 6.173650 -2.416716 -3.171767 0.073 -0.011 0.003 0.430
H 4.397066 -3.072844 -4.752131 0.026 -0.001 -0.042 0.470
H 2.021051 -2.890320 -4.090608 0.132 0.013 -0.017 0.530
H 1.246151 -0.167194 -3.758702 -0.064 0.029 -0.141 0.398
H 0.044093 0.802527 -5.685954 0.021 0.079 -0.068 0.460
H -2.225119 -0.001326 -6.256718 -0.023 0.005 -0.090 0.429
H -3.265397 -1.799718 -4.925501 -0.031 -0.027 -0.040 0.472
H -2.053037 -2.785231 -3.015740 -0.039 -0.005 -0.139 0.471
H -1.986340 -3.306714 -0.843875 -0.036 -0.108 -0.008 0.030
H -2.703836 -5.659109 -0.356127 -0.052 0.032 0.030 0.579
H -1.027595 -7.446425 -0.277621 -0.009 -0.106 -0.011 0.448
H 1.338409 -6.959003 -0.778593 0.038 0.005 0.022 0.475
H 2.034709 -4.642086 -1.318054 -0.012 -0.087 0.003 0.480
N 0.557042 -3.496764 4.171513 1.239 0.429 0.131 -0.148
C -0.332068 -3.932556 3.081689 -0.747 0.289 -0.639 -0.578
P -1.573255 -2.543300 2.879308 -0.259 -0.390 -0.570 1.172
O -1.700063 -1.912321 4.205174 -0.169 -0.382 0.688 -0.973
O -1.295558 -1.673143 1.652700 -0.287 -0.808 -0.163 -0.835
C -3.168132 -3.359141 2.271013 0.566 -0.097 0.778 -0.727
N -3.599368 -2.429952 1.216210 0.129 0.549 -0.399 -0.046
H 0.077839 -2.697224 4.632235 0.143 -0.086 0.129 0.432
H 1.533993 -3.162713 3.749379 -1.652 -0.536 0.740 0.160
H 0.743027 -4.228019 4.858672 -0.115 0.098 -0.083 0.411
H -0.857391 -4.846624 3.352989 0.008 0.015 0.057 0.664
H 0.233979 -4.082253 2.163979 -0.046 -0.123 0.091 -0.114
H -3.891576 -3.445760 3.077243 -0.051 -0.008 -0.043 0.496
H -2.965450 -4.338167 1.844347 -0.020 -0.019 -0.050 0.258
H -2.570559 -1.905158 1.074211 -0.323 0.082 -0.251 -0.012
H -4.260941 -1.731129 1.554602 0.033 -0.099 -0.038 0.370
H -3.988363 -2.877990 0.389723 0.042 0.067 0.098 0.354
N 0.298742 -0.173435 3.753967 0.880 -0.802 1.643 -0.336
C -0.059299 0.382431 2.709578 1.169 0.085 -1.851 0.507
H -0.202231 -0.031661 4.625459 -0.373 0.278 -0.058 0.380
```
Forces are in eV/Å.

=====

Computed, not measured: a molecular structure, C34H58CuN4O12, with wB97M-V/def2-TZVPD.

Computed properties:
E_LUMO (spin up / spin down), eV: 0.03 / 0.03
Expectation value of S²: 0.75
Frontier orbital gap (spin up / spin down), eV: 7.29 / 7.27
Spin multiplicity: 2

```
109
Properties=species:S:1:pos:R:3:forces:R:3:mulliken_charge:R:1
Cu 0.227296 -0.280740 0.555716 0.421 0.088 0.139 -2.827
C 1.425927 -4.152205 -0.281873 -0.635 3.076 -0.174 -0.458
C 1.106024 -5.320250 0.492144 1.869 -0.769 -3.103 0.323
C 0.502007 -5.240287 1.819921 -0.532 2.945 0.536 -0.002
O 0.398470 -6.229360 2.462225 -0.481 -2.328 1.729 -0.582
C 0.123201 -3.909687 2.301120 -0.120 -1.473 -1.103 -1.025
C 0.285790 -2.836035 1.501863 0.115 1.191 1.789 -0.461
C 0.957231 -2.916426 0.188276 0.890 -0.241 -1.159 0.549
O 1.083055 -1.721929 -0.366800 0.705 -1.851 -0.640 1.908
O 0.041151 -1.606147 1.934241 -0.481 -0.430 -0.413 0.047
O 1.414514 -6.410148 0.037299 -0.146 -0.618 0.137 -0.656
H 1.968151 -4.184434 -1.257642 -0.577 -0.418 1.126 0.175
H -0.382139 -3.956025 3.228398 -0.302 0.602 0.958 0.527
C 3.499128 -0.643631 2.364017 -1.078 -0.981 1.094 -1.334
C 2.405751 0.192218 2.985757 -0.898 0.281 -0.079 0.785
C 2.814950 1.184288 4.028576 1.067 0.283 1.519 -1.070
O 1.875568 2.204061 4.364300 -1.231 -0.911 0.346 -0.429
C 0.794385 1.724577 5.234362 0.442 -0.994 -0.047 -0.533
N 1.733389 0.881932 1.903921 -0.596 0.045 -2.323 0.191
H 4.333245 -0.152305 1.954325 1.125 1.143 -0.208 0.449
H 2.977895 -1.071147 1.536637 -0.134 -0.912 -0.718 -0.348
H 3.816298 -1.439792 3.039646 0.091 0.045 -0.110 0.474
H 1.640406 -0.486202 3.367238 0.150 -0.175 0.300 0.233
H 3.745420 1.668929 3.736223 -0.123 0.491 -0.402 0.358
H 3.116633 0.695189 4.970597 -0.240 -0.300 -0.189 0.477
H 0.540911 2.556662 5.913132 0.184 -0.479 -0.243 0.296
H 1.145421 0.794984 5.806616 -0.348 1.430 -0.498 0.328
H -0.153246 1.378023 4.721224 1.108 0.531 -0.007 0.069
H 2.353022 1.169104 1.150029 0.329 -0.078 0.168 0.073
H 1.217463 1.704261 2.130784 -0.265 0.581 0.753 0.261
C 0.984827 2.230075 -3.203230 -0.734 2.232 1.259 -1.959
C 0.832710 2.075429 -1.648561 1.662 -0.705 -0.580 1.666
C -0.083922 3.127367 -1.046916 0.009 -0.693 -0.925 -1.504
O -0.188471 2.936447 0.324350 -0.081 0.010 0.410 -0.011
C -1.137011 3.798625 0.897867 0.000 0.205 0.569 -0.790
N 0.302438 0.730881 -1.314422 -0.464 1.017 0.794 2.900
H 1.342942 1.398689 -3.734911 0.664 -1.388 -0.261 0.268
H 1.639848 3.086212 -3.429380 -0.053 -0.250 0.120 0.418
H 0.031922 2.484528 -3.671230 -0.239 -0.075 0.133 0.460
H 1.879095 2.103646 -1.191544 -1.413 0.270 -0.441 -0.474
H -1.068264 3.110284 -1.539709 -0.192 -0.503 0.078 0.339
H 0.254914 4.109155 -1.266946 0.812 1.145 -0.195 0.710
H -1.191435 3.516190 1.934101 0.362 0.319 0.685 0.140
H -2.139554 3.579016 0.568425 -0.557 0.025 -0.812 0.241
H -0.922149 4.884111 0.774559 0.068 -0.679 0.020 0.309
H 0.629193 0.050250 -1.981190 -0.084 -0.491 -0.221 -1.071
H -0.711250 0.819609 -1.354990 0.135 -0.405 -0.605 -0.001
C 5.972129 -1.165175 -1.771832 0.165 0.818 0.963 -1.699
C 4.454885 -0.976780 -1.523595 0.251 0.611 -2.293 1.261
C 3.972984 0.416711 -2.064761 2.013 -1.710 -1.229 0.359
O 4.006372 1.303235 -1.008749 -0.187 0.820 1.173 -0.265
C 4.480785 2.588926 -1.429705 -0.451 -1.870 -0.537 -1.068
N 3.741861 -2.112761 -2.183878 -0.618 1.163 0.587 -0.517
H 6.281677 -1.205348 -2.829821 -0.505 0.020 0.360 0.351
H 6.232084 -2.093247 -1.287958 0.395 -0.524 -0.004 0.515
H 6.611086 -0.389235 -1.254286 -0.861 -0.563 -0.525 0.324
H 4.223886 -0.955867 -0.485647 0.030 -0.072 1.077 -0.695
H 2.979821 0.307743 -2.552076 0.501 0.370 0.110 -0.486
H 4.808317 0.761170 -2.781660 -1.651 -0.613 0.280 0.529
H 3.900333 2.768447 -2.348905 0.870 0.778 0.045 0.502
H 5.576732 2.531621 -1.495948 -0.298 0.294 -0.603 0.292
H 4.216668 3.246430 -0.658713 -0.382 1.245 0.978 0.238
H 4.116321 -2.919729 -1.684747 -0.703 -0.210 -0.265 0.383
H 2.715752 -1.972728 -1.956823 1.520 -0.624 0.215 -0.297
C -3.125945 -1.996090 0.079325 0.841 -1.114 0.916 -1.611
C -2.667514 -0.661045 -0.479395 -0.370 0.229 0.269 2.345
C -3.961876 0.034934 -0.996905 1.163 -1.532 -0.117 -1.122
O -3.670478 1.371261 -1.211525 0.678 -0.195 0.353 -0.064
C -4.731880 2.152523 -1.633986 0.415 1.962 0.652 -0.906
N -1.825566 0.129157 0.491066 -1.540 -0.388 0.199 1.464
H -2.289778 -2.707723 0.262660 -0.398 0.467 -0.285 0.094
H -3.775124 -2.407022 -0.665151 -0.364 -0.655 -0.633 0.735
H -3.750507 -2.069853 1.010238 0.624 0.978 -0.590 0.237
H -2.081842 -0.819485 -1.374626 0.489 -0.320 -0.100 -1.257
H -4.688453 -0.257308 -0.241145 -0.811 1.035 0.185 0.435
H -4.247835 -0.470244 -1.961527 0.181 0.420 0.752 0.357
H -5.339809 1.689713 -2.375240 -0.240 -0.329 -1.047 0.363
H -4.268868 3.124689 -1.937689 -0.652 -0.798 -0.235 0.241
H -5.384262 2.382937 -0.802051 -0.387 0.045 0.456 0.276
H -2.084977 -0.204793 1.446766 0.118 0.947 -0.766 -0.502
H -2.046604 1.123843 0.306160 0.054 -0.646 0.802 -0.319
C 0.199421 -0.878512 -5.192847 0.086 -2.031 2.491 -0.802
C -1.162905 -1.066141 -4.908208 1.225 1.035 -0.361 -0.588
C -1.555339 -1.872869 -3.854705 1.451 -1.095 0.578 0.430
C -0.653533 -2.689723 -3.171693 2.793 0.820 -0.571 -0.158
C 0.776341 -2.523400 -3.414879 -3.235 1.179 -1.303 -0.643
C 1.178567 -1.561831 -4.368083 -2.370 -1.075 0.048 -0.140
O 2.465560 -1.401094 -4.607489 1.236 1.213 -1.553 -0.645
O -2.855300 -1.840555 -3.550186 -2.530 -0.521 0.883 -0.656
H 0.555890 -0.372571 -6.040147 0.276 0.921 -0.880 0.586
H -1.931691 -0.493566 -5.436266 0.286 -0.350 0.046 0.388
H -0.912679 -3.428235 -2.426878 -0.430 0.033 0.091 0.420
H 1.508953 -3.172633 -2.997243 0.136 -0.322 0.413 1.121
H 3.047475 -1.944309 -4.065657 0.207 -0.237 0.728 0.342
H -3.138046 -2.494043 -2.869810 0.749 0.525 -0.811 0.401
C -4.222074 2.568123 2.942563 -0.009 0.181 -0.238 -0.274
C -3.242621 1.670675 3.324127 -1.321 0.076 -0.240 -0.363
C -3.556114 0.336013 3.615010 3.069 0.802 0.352 0.395
C -4.820981 -0.032839 3.735001 -3.211 0.101 -0.880 -0.673
C -5.815726 0.869512 3.328054 -1.636 0.056 0.272 -0.468
C -5.544612 2.154932 2.868844 -0.277 -0.350 -0.447 0.418
O -6.536182 2.918999 2.255216 0.678 0.499 0.392 -0.599
O -2.470328 -0.475757 3.775249 0.376 -1.446 0.590 -0.361
H -3.983321 3.592028 2.645368 0.177 -0.246 0.160 0.240
H -2.262921 2.032612 3.383165 1.477 0.088 0.054 0.348
H -5.180846 -1.024248 3.927536 0.314 -0.452 0.397 0.395
H -6.864831 0.517500 3.423106 0.761 0.422 -0.383 0.322
H -6.194167 3.813925 2.000415 -0.258 -1.304 0.507 0.311
H -2.641519 -1.388895 4.144015 -0.117 1.631 -0.683 0.319
```
Forces are in eV/Å.